Below is a structure of composition C12H28AgF4KN6O12S4, with properties calculated with ωB97M-V/def2-TZVPD.

Geometry as XYZ:
```
68
Properties=species:S:1:pos:R:3:forces:R:3
K -2.54913 2.76808 1.06170 0.487 -0.489 0.668
Ag 0.48596 2.53999 -2.29765 -0.013 0.219 -0.226
N 0.36369 1.41429 -4.23533 -2.954 0.456 -2.554
S -0.84126 1.48911 -5.45589 -3.284 2.957 -1.170
O -1.15228 0.33049 -6.26133 1.276 0.846 1.289
O -0.98146 2.79723 -6.05686 1.728 -1.314 0.323
F -2.06977 1.59733 -4.49414 -0.424 -0.731 1.291
S 1.15161 0.25768 -4.85695 7.063 -5.243 -2.479
O 1.78188 0.40673 -6.19205 -2.192 0.529 2.334
O 0.73239 -1.13361 -4.60285 0.186 2.279 0.493
F 2.52446 0.44361 -3.96907 -1.370 -0.188 0.178
N 1.27332 1.72483 -0.49281 -1.269 -3.728 -2.729
S 1.36833 0.02817 -0.08114 -0.829 -0.906 0.282
O 0.24310 -0.66274 0.55585 0.448 0.968 -0.664
O 2.68692 -0.46915 0.16228 0.318 -0.215 -0.554
F 1.09823 -0.54360 -1.62124 0.290 0.882 0.331
S 1.44072 2.15122 0.95865 1.943 3.229 5.370
O 2.76898 1.97045 1.52802 -1.393 -0.172 0.181
O 0.26307 2.24715 1.87260 1.201 -0.179 -1.877
F 1.65407 3.73935 0.53289 -0.919 -0.225 0.154
C 4.42284 -3.65432 -3.35029 -0.723 2.465 -2.101
O 5.54491 -4.05191 -3.48717 -0.603 -0.254 0.751
N 3.37816 -4.23108 -2.66554 0.083 -4.294 2.800
C 1.96789 -3.87902 -2.93526 1.202 0.664 -0.796
C 3.73940 -5.40031 -1.84900 -1.003 -1.420 0.842
H 3.88392 -2.81497 -3.81640 1.413 0.731 -0.639
H 1.59259 -3.25179 -2.12666 -0.032 0.160 0.267
H 1.29006 -4.70688 -3.14335 0.511 -0.431 0.475
H 2.02444 -3.28192 -3.84540 -0.399 0.393 0.087
H 3.63389 -5.37640 -0.76439 -1.030 1.349 0.337
H 3.06953 -6.22697 -2.08563 -0.348 0.152 -0.335
H 4.71754 -5.87094 -1.74976 0.745 1.066 -1.686
C -3.52251 -2.75610 -1.07586 -0.802 0.325 -2.431
O -4.05859 -3.51676 -0.30562 0.621 -0.131 0.586
N -2.32521 -2.88829 -1.69926 1.329 -2.446 0.981
C -1.69144 -1.96126 -2.60987 -0.049 1.088 0.183
C -1.58821 -4.11318 -1.36474 1.418 0.304 -0.672
H -4.09548 -2.01373 -1.65275 -0.214 0.799 0.657
H -2.28929 -1.05312 -2.53272 0.004 0.100 -0.670
H -1.49025 -2.28007 -3.63260 -1.082 -0.458 -0.239
H -0.67622 -1.63479 -2.38437 -0.030 -0.206 1.132
H -0.83137 -4.28026 -2.13114 -0.194 0.135 -0.666
H -0.91231 -3.99474 -0.51785 -0.570 0.023 0.717
H -2.13853 -5.05368 -1.33784 -0.510 0.491 0.389
C -2.20913 4.91674 4.33300 0.008 -0.367 -1.591
O -2.25722 3.73104 3.97352 -0.138 0.895 0.711
N -1.18883 5.75267 3.99931 -0.882 -1.107 0.855
C -1.29411 7.17610 4.06670 0.176 0.494 1.064
C 0.05415 5.12179 3.59042 -0.512 0.396 -0.619
H -3.06912 5.39459 4.82725 0.151 0.089 0.090
H -1.44342 7.64941 3.09624 0.193 -0.053 -0.076
H -0.40767 7.55826 4.57295 0.235 0.241 -0.375
H -2.09684 7.49383 4.73210 -0.343 -0.241 -0.149
H 0.40705 5.67969 2.72306 0.348 -0.348 -0.098
H 0.79852 5.15476 4.38599 0.004 -0.041 0.013
H -0.24168 4.10468 3.33341 0.736 0.049 -0.114
C -1.91273 -0.32939 2.81083 0.878 0.205 0.047
O -2.95564 0.29144 2.62386 0.119 0.422 0.106
N -1.17450 -0.36055 3.94245 -1.271 0.509 -0.099
C -0.07789 -1.28675 4.11241 -1.328 -0.499 -0.771
C -1.44817 0.43372 5.12166 1.007 1.585 0.284
H -1.39128 -0.85884 1.99844 -0.369 -0.231 0.118
H -0.19598 -2.00417 3.30034 0.502 -0.143 0.034
H -0.41408 -1.77131 5.02908 1.286 -0.440 0.213
H 0.90568 -0.81976 4.06126 -0.043 -0.064 0.448
H -2.45805 0.70064 5.43312 -0.211 -0.774 -0.508
H -0.85326 0.06652 5.95792 -0.477 -0.566 0.086
H -0.96450 1.40074 4.98370 -0.103 0.404 -0.278
```
Positions in Å, forces in eV/Å.

## Properties
<S²>: 2.02
HOMO level (spin up / spin down) in eV: -4.8 / -9.0
Gap between HOMO and LUMO (spin up / spin down) in eV: 3.715 / 2.692
Multiplicity: 3

***

Below is a structure of composition C12H28AlN4O8P, with properties calculated with ωB97M-V/def2-TZVPD.

Geometry as XYZ:
```
54
Properties=species:S:1:pos:R:3:forces:R:3
Al 1.40943 0.37999 1.35274 -0.234 -0.966 -0.314
P 1.00744 -2.82323 2.64327 0.276 -0.805 2.567
O 0.11955 -2.07586 1.65751 1.100 -1.339 0.808
O 0.53562 -3.42492 4.03923 -0.895 1.065 -2.424
O 2.08735 -1.89694 3.24666 0.807 0.750 -0.126
O 2.12789 -3.87460 2.31790 -1.053 0.944 -1.074
C -1.16947 1.95705 -1.11221 -0.553 -1.221 -0.514
O -0.56788 0.95344 -0.79579 0.137 -0.156 0.796
N -2.51027 2.11879 -1.04178 -1.246 -1.500 -0.187
C -3.47914 1.26908 -0.28693 2.143 -0.689 1.496
C -3.08566 3.28252 -1.65257 0.501 0.909 0.543
H -0.64529 2.77299 -1.63344 -0.161 0.342 0.133
H -4.32077 0.73849 -0.73217 -0.250 1.250 -0.833
H -3.65541 1.79004 0.65415 -1.033 0.339 -0.255
H -3.01805 0.38363 0.15066 1.065 0.019 -0.364
H -4.17150 3.19109 -1.67920 0.231 0.119 -0.209
H -2.78116 4.10342 -1.00333 -0.574 0.645 -0.169
H -2.64201 3.48046 -2.62832 -0.355 -0.135 -0.166
C -1.85202 0.70751 3.70819 -1.565 -2.364 1.174
O -0.97206 0.82157 2.91718 1.828 0.708 -2.096
N -2.73644 -0.35758 3.74028 -0.405 2.017 1.332
C -3.48883 -0.48047 5.01485 0.593 -0.268 -1.563
C -2.65732 -1.50562 2.85474 1.260 0.611 0.250
H -1.92172 1.39569 4.56478 -0.514 0.021 0.005
H -3.81288 0.52699 5.27582 -0.352 -0.333 0.292
H -2.85272 -0.91054 5.78848 -0.135 -0.048 0.157
H -4.28971 -1.17215 4.75357 -0.345 0.301 0.625
H -2.16869 -1.14250 1.95059 -0.053 -0.382 -0.077
H -1.96785 -2.19143 3.34709 -0.096 -0.533 -0.395
H -3.61236 -1.98361 2.63673 -0.105 0.312 0.213
C 2.21455 1.46669 -2.57880 -0.186 -1.523 2.003
O 2.16563 0.85414 -1.47525 0.317 1.681 -2.930
N 2.64702 2.72084 -2.75488 -0.175 0.366 0.081
C 2.79639 3.41561 -4.06789 -0.359 -0.604 1.717
C 3.29101 3.39295 -1.63111 -1.004 0.316 -0.254
H 1.92143 1.03102 -3.54653 -0.273 -0.377 0.231
H 2.35277 4.40571 -3.96299 0.523 0.263 0.156
H 2.18516 2.99299 -4.86533 0.579 -0.689 0.047
H 3.88183 3.41269 -4.16733 -0.177 0.474 -1.119
H 3.04061 4.44383 -1.77624 0.663 0.210 0.193
H 2.81206 3.10496 -0.69528 0.193 -0.297 -0.125
H 4.35799 3.17160 -1.60605 0.032 0.258 0.079
C 2.88502 -2.88360 -0.31551 -0.058 4.543 -0.755
O 3.03259 -1.63722 -0.06951 -0.443 -3.218 0.400
N 2.03252 -3.28879 -1.28348 -0.550 -0.437 0.829
C 2.17612 -4.65323 -1.66906 -0.602 -1.346 -0.702
C 0.99858 -2.44440 -1.92025 0.866 -0.095 -0.004
H 3.52641 -3.66675 0.11746 -0.259 0.227 -0.071
H 1.60311 -4.84883 -2.57543 -0.042 0.142 -0.063
H 1.78907 -5.35561 -0.93085 -0.006 -0.006 0.213
H 3.19949 -4.94194 -1.90880 0.134 0.205 0.141
H 1.05453 -1.48383 -1.40813 0.200 0.235 -0.817
H 1.18338 -2.52328 -2.99157 0.649 1.061 -0.214
H -0.05532 -2.71884 -1.96589 -0.041 -1.002 1.337
```
Positions in Å, forces in eV/Å.

## Properties
HOMO level in eV: -8.5
Gap between HOMO and LUMO in eV: 5.770

***

Below is a structure of composition C12H28CoN6O2S, with properties calculated with ωB97M-V/def2-TZVPD.

Geometry as XYZ:
```
50
Properties=species:S:1:pos:R:3:forces:R:3
Co -9.86249 -0.70258 9.73668 0.491 -1.554 0.212
C -12.70513 -0.02603 9.86005 0.103 0.234 0.631
C -11.97182 1.09850 9.11945 -0.373 1.035 -0.972
N -10.52202 1.21116 9.46270 0.111 0.672 -0.517
C -10.31071 2.06738 10.68268 -0.580 -0.708 0.487
C -9.19640 1.44788 11.51940 0.780 0.089 0.715
N -9.28405 -0.06719 11.59030 0.614 0.913 -0.997
C -10.20150 -0.67669 12.56062 -0.203 -0.892 1.154
C -11.68175 -0.73101 12.08049 0.682 1.353 -0.665
N -11.73622 -0.92479 10.56954 -1.460 -1.560 0.131
H -13.32273 -0.59553 9.16850 0.108 -0.075 0.008
H -13.38664 0.45308 10.57832 0.159 -0.478 -0.079
H -12.52288 2.02663 9.37340 0.668 -0.192 -0.308
H -12.03625 1.00943 8.02794 -0.055 -0.208 0.246
H -9.94491 1.57015 8.66499 -0.939 -0.146 0.792
H -11.26243 2.00290 11.24540 0.505 0.121 -0.206
H -10.17909 3.13683 10.43015 0.242 -0.633 0.063
H -9.17740 1.85980 12.54869 -0.193 -0.192 -0.492
H -8.18883 1.64733 11.12483 -0.393 0.116 -0.160
H -8.30608 -0.40237 11.65660 -0.839 0.005 0.553
H -10.13390 -0.12642 13.52551 -0.106 -0.372 -0.534
H -9.82541 -1.70637 12.74351 -0.307 0.607 -0.118
H -12.19222 0.22469 12.33477 0.293 -0.663 -0.244
H -12.23280 -1.53745 12.53592 0.055 -0.238 0.344
H -12.08354 -1.93043 10.44155 0.867 1.654 0.242
O -9.87867 -2.90415 9.83061 0.130 1.055 -0.178
C -10.45061 -3.91032 10.40006 -0.974 -0.639 0.830
O -11.36342 -3.92179 11.23901 1.181 0.410 -1.128
C -9.91408 -5.23209 9.84226 1.477 -0.226 -0.426
N -10.39390 -6.46108 10.59359 1.084 0.254 0.647
C -10.40547 -7.61186 9.63411 -0.900 -1.075 -0.572
C -10.47976 -7.00025 8.24474 0.554 0.176 -0.319
C -10.38913 -5.49207 8.40245 -1.130 1.075 -0.020
H -8.79130 -5.21519 9.84059 -0.980 -0.166 0.364
H -11.31791 -6.26300 10.96851 -0.328 0.127 0.198
H -9.77297 -6.67809 11.40324 -0.635 0.287 -0.560
H -11.28030 -8.27255 9.79692 0.556 0.502 0.392
H -9.50702 -8.21625 9.72969 0.035 0.191 0.397
H -11.37645 -7.26596 7.71240 -0.245 -0.259 -0.153
H -9.61800 -7.32701 7.66982 -0.108 -0.232 -0.148
H -11.40367 -5.00044 8.33014 0.928 -0.542 -0.327
H -9.71035 -5.08697 7.62942 -0.412 0.014 0.637
N -7.38773 -1.24588 6.06560 -1.404 0.207 1.753
C -8.06579 -1.59458 7.21039 -0.409 -1.870 -3.852
N -8.92032 -2.65602 7.14486 0.364 1.520 0.259
S -7.77402 -0.75609 8.67530 -0.309 0.335 0.652
H -7.66026 -1.53654 5.10634 0.263 -0.028 1.144
H -6.89163 -0.36724 6.13833 0.253 -0.102 -0.311
H -9.36286 -2.99084 6.27551 0.771 0.342 0.544
H -9.36530 -2.89858 8.03125 0.010 -0.242 -0.107
```
Positions in Å, forces in eV/Å.

## Properties
<S²>: 6.01
HOMO level (spin up / spin down) in eV: -19.1 / -19.2
Net charge: +3
Gap between HOMO and LUMO (spin up / spin down) in eV: 10.488 / 6.379
Multiplicity: 5

***

Below is a structure of composition C12H28F6N3O7S2Ti, with properties calculated with ωB97M-V/def2-TZVPD.

Geometry as XYZ:
```
59
Properties=species:S:1:pos:R:3:forces:R:3
Ti 0.53314 -0.92678 1.29352 0.376 -0.195 0.031
C 4.54509 -2.47603 -1.71666 2.594 1.495 -1.072
F 3.39562 -2.28798 -2.30295 -0.818 0.130 -1.438
F 4.29622 -3.02007 -0.59562 -0.258 -1.806 2.734
F 5.38717 -3.30216 -2.44166 -1.457 1.197 0.584
S 5.47185 -0.81494 -1.36609 -0.177 0.245 -1.732
O 6.81951 -1.27865 -1.06868 -1.679 0.502 0.367
O 5.30009 0.02486 -2.55316 -0.241 -1.317 1.641
N 4.49445 -0.24433 -0.01771 0.992 -1.738 -2.772
S 5.46637 0.75291 0.65920 2.414 3.517 1.764
O 6.11741 0.23161 1.85370 -0.503 0.413 -0.899
O 6.28954 1.57107 -0.28297 -1.836 -1.660 2.078
C 4.22290 2.04636 1.45554 -0.346 -1.527 -3.831
F 3.63976 2.73779 0.43519 0.196 -0.058 0.204
F 3.17191 1.39785 2.02434 0.220 0.067 0.975
F 4.80138 2.90651 2.21005 0.350 0.369 1.487
C -1.68562 0.60393 -5.64227 1.011 -0.036 -1.729
C -0.55975 1.57488 -5.30976 -0.222 1.698 -1.479
C -0.31091 2.84174 -6.34003 -1.055 -0.916 0.059
O -1.40510 3.86351 -6.23519 1.549 -2.850 -0.505
C -1.40552 4.73984 -7.35746 -0.873 0.472 1.896
N -0.91541 2.23375 -4.08931 0.217 0.591 0.735
H -1.49847 0.19425 -6.63486 0.276 -0.623 -0.019
H -2.63645 1.09587 -5.84724 -0.056 0.301 0.857
H -1.73204 -0.19609 -4.90341 -0.241 0.203 -0.058
H 0.43732 1.19837 -5.08128 -0.126 -1.028 -0.932
H -0.17391 2.54840 -7.38083 -0.436 -0.213 -0.167
H 0.63512 3.31748 -6.08157 0.019 0.168 0.430
H -2.06605 5.47941 -6.90487 0.541 1.057 -0.522
H -1.98587 4.44852 -8.23292 0.618 -0.845 -0.266
H -0.36809 5.04292 -7.49878 -0.295 0.481 -0.641
H 0.00616 2.56162 -3.83771 -0.127 0.759 1.062
H -1.36292 3.02940 -4.52147 -0.773 0.756 1.318
C -1.16355 -6.22278 3.09197 0.109 -0.902 0.874
C -1.84946 -4.93019 3.36451 -0.583 1.007 0.162
C -1.23107 -4.17752 4.56858 -1.153 0.262 -1.636
O 0.07269 -3.98043 4.20144 1.655 -0.472 -0.347
C 0.94086 -3.78076 5.28546 0.459 -0.436 -1.007
N -1.79577 -4.15119 2.11700 0.248 0.627 0.340
H -1.14863 -6.76597 4.03687 0.258 -0.334 -0.032
H -0.13904 -6.08766 2.74526 -0.128 0.039 -0.036
H -1.73980 -6.83623 2.39937 0.100 0.053 -0.171
H -2.90995 -5.09040 3.55887 -0.111 -0.364 0.504
H -1.42620 -4.73278 5.48603 0.401 -0.216 0.177
H -1.59772 -3.15769 4.68531 -1.107 0.034 0.209
H 0.65336 -2.84868 5.77194 0.325 -0.166 0.670
H 1.92795 -3.73665 4.82525 0.129 0.467 0.290
H 0.95285 -4.70255 5.86706 -0.170 0.353 0.786
H -1.96965 -4.83899 1.39811 -0.114 0.294 -0.478
H -2.58551 -3.52281 2.15597 -0.176 0.163 -0.450
C -5.29270 4.53044 4.99939 -0.031 -0.813 0.697
C -4.18243 4.31176 4.06365 0.808 0.346 -3.353
O -3.83488 2.97003 3.78338 0.364 -1.052 0.673
H -5.35660 5.61292 5.10997 -0.483 -0.189 0.636
H -5.07903 3.93000 5.88366 0.168 0.748 0.662
H -6.21672 4.05187 4.67495 -0.148 0.497 -0.529
H -3.26364 4.88607 4.18233 0.128 -0.208 1.232
H -4.41703 4.70256 3.07352 -0.712 0.497 -0.175
H -4.27322 2.67180 2.98305 -0.088 0.159 0.139
```
Positions in Å, forces in eV/Å.

## Properties
<S²>: 3.75
HOMO level (spin up / spin down) in eV: -8.8 / -8.8
Gap between HOMO and LUMO (spin up / spin down) in eV: 6.286 / 6.535
Multiplicity: 4